The following is a quantum chemistry calculation of a structure of composition C33H40N4P2Pb, from OMol25.

Structure (ORCA input):
```
! wB97M-V def2-TZVPD RIJCOSX def2/J DEFGRID3
* xyz 0 1
C -0.35 -1.08 4.15
C -1.64 2.03 -4.06
H -0.45 2.99 2.08
H -0.23 -2.34 5.94
H 3.11 2.45 1.12
H -5.06 -3.82 2.93
C -3.19 -2.76 2.50
H -3.50 1.93 -1.91
H 4.26 -0.45 2.76
H -2.71 0.29 -3.53
H -2.26 -0.48 -1.52
C -1.26 -0.30 3.37
H 5.43 1.52 -2.44
C 1.24 0.78 -3.16
P 2.00 -0.33 0.95
N -1.96 0.28 0.50
H -3.41 0.59 5.94
C 4.82 -2.61 2.39
C -3.01 2.25 0.21
C 4.76 1.47 -1.60
C -3.71 -2.17 0.39
C 0.94 -1.04 -0.39
H -0.96 -1.94 -0.78
C -0.75 -1.53 5.42
C -4.46 -3.24 2.24
H 1.27 2.69 1.88
H 1.95 0.31 -2.49
C 4.19 -1.38 2.21
H -3.57 -1.85 -0.63
C -0.79 -0.29 -4.39
H 0.67 -0.19 -1.06
C 4.01 0.37 -1.20
C -3.03 1.55 -1.02
C -2.41 0.32 -0.82
H -2.52 -2.89 3.35
C -4.79 -2.88 0.90
C 3.29 -2.87 0.72
H -2.46 1.57 3.84
H -2.39 2.68 -3.66
H 1.72 2.73 -2.35
C 4.48 2.53 -0.68
C -2.55 0.11 5.44
N 3.29 0.68 -0.05
C -0.33 -1.77 0.09
H 1.17 0.19 -5.22
H 1.49 2.86 -5.11
H 4.88 3.53 -0.67
H -5.70 -3.14 0.39
C -1.76 0.73 -3.88
H 4.51 -4.58 1.39
H -2.03 1.62 2.13
C 0.74 2.94 -4.28
H -3.64 3.07 0.49
H -1.01 3.62 -5.29
H 5.54 -2.81 3.15
H -1.06 -1.25 -3.89
C -2.22 1.52 1.07
C 1.16 2.13 -3.10
P -1.26 -1.01 1.52
H -0.49 2.05 -5.85
C 3.57 2.01 0.25
H 3.91 -0.58 -1.67
H -0.92 -0.45 -5.48
Pb -0.08 2.38 -0.71
H -2.25 -1.35 6.98
H 0.64 -1.34 3.71
H 2.61 -3.23 -0.04
C -1.87 -0.96 6.04
H 0.04 1.43 2.27
N 3.19 -1.56 1.21
C 4.26 -3.54 1.45
C -0.65 2.64 -4.94
H 1.52 -1.75 -1.02
C -2.13 0.56 4.14
C 0.27 2.30 1.64
H 1.22 -1.08 -4.04
H 0.77 3.98 -3.90
C 0.75 -0.09 -4.23
N -2.75 -2.01 1.40
H -0.08 -2.75 0.51
*
```

Computed properties:
HOMO (spin up / spin down) (eV): -6.70 / -5.21
Gap between HOMO and LUMO (spin up / spin down) (eV): 6.54 / 4.92
M (g/mol): 761.9
Energy above the lowest of the compared OMol25 structures with the same formula, charge and spin (kcal/mol): 104.29
Energy (eV): -64645.679
E_LUMO (spin up / spin down) (eV): -0.2 / -0.3

=====

The following is a quantum chemistry calculation of a structure of composition C33H40N4P2PdSe, from OMol25.

Structure (ORCA input):
```
! wB97M-V def2-TZVPD RIJCOSX def2/J DEFGRID3
* xyz 2 5
H -3.33 -3.48 3.32
C -0.85 1.47 5.76
H -0.57 -0.66 -5.11
H -5.87 2.07 -2.42
H 0.47 0.34 1.72
H 0.87 3.85 -3.87
H 4.39 -4.42 1.38
H 2.77 0.55 -2.91
C 3.86 -3.47 1.34
H 2.57 2.05 -0.04
N 3.41 0.18 -0.75
C -4.96 1.84 -1.87
H -4.68 -1.77 -0.44
C 2.81 -3.15 0.51
H -1.90 1.71 -2.13
C 5.23 1.16 -1.78
C -3.40 -2.91 2.41
H 1.14 0.89 -5.25
C 1.25 0.24 -4.37
C 4.45 2.19 -1.19
H 0.98 -2.94 -1.08
H 0.06 3.69 -2.29
C -0.07 -1.21 6.05
H 6.12 1.33 -2.38
C -3.16 2.04 -0.51
H -0.27 1.72 7.81
Pd 0.27 1.14 -1.30
H 2.95 -0.41 2.30
N 2.41 -1.82 0.80
C -0.91 -1.92 -1.05
C -0.08 -0.51 -4.13
C -1.10 1.38 -2.78
H -1.14 -2.75 -0.38
H -1.51 -1.73 2.35
N -3.33 0.66 -0.78
H -2.38 2.39 0.16
Se -2.37 0.95 3.45
P -1.82 -0.51 -0.19
H 4.55 3.27 -1.24
H 0.26 -2.24 6.16
C -4.11 2.77 -1.23
H -1.65 3.23 -3.83
H 0.94 -1.72 -2.30
C -0.54 -0.76 4.83
H 4.81 -2.30 3.00
H -1.09 2.52 5.59
H -5.35 -3.55 1.52
C -0.01 -0.33 7.15
C -4.47 -2.93 1.45
C -4.45 0.57 -1.61
H 2.02 -0.50 -4.70
H 1.63 1.68 1.45
C 1.37 2.16 -2.61
H -1.84 -0.64 -2.91
C -0.83 2.49 -3.76
H -0.54 -1.42 3.97
H -0.15 1.94 1.25
C -1.00 0.04 -3.13
C 1.78 0.93 -3.17
C 4.10 -2.35 2.20
C -1.14 0.53 4.73
C 0.65 -1.93 -1.26
H -1.46 -2.19 -1.97
C 3.20 -1.36 1.87
H -4.90 -0.38 -1.89
C 0.69 1.22 1.08
H -0.67 2.16 -4.78
C 0.39 3.15 -3.18
H 2.12 2.64 -1.99
P 1.64 -0.73 -0.26
C -2.45 -2.03 1.95
H 4.94 -1.06 -1.72
N -2.91 -1.44 0.76
C -4.14 -2.04 0.45
H 2.29 -3.77 -0.19
H 0.19 -1.53 -3.84
C 3.38 1.56 -0.56
C -0.38 1.02 6.98
C 4.60 -0.06 -1.47
H 0.36 -0.68 8.12
H -4.15 3.85 -1.27
*
```

Computed properties:
HOMO (spin up / spin down) (eV): -12.58 / -12.59
<S²>: 6.06
Gap between HOMO and LUMO (spin up / spin down) (eV): 6.62 / 3.63
M (g/mol): 740.0
Energy above the lowest of the compared OMol25 structures with the same formula, charge and spin (kcal/mol): 76.74
Energy (eV): -128207.775
E_LUMO (spin up / spin down) (eV): -6.0 / -9.0

=====

The following is a quantum chemistry calculation of a structure of composition C33H40N4P2SeZn, from OMol25.

Structure (ORCA input):
```
! wB97M-V def2-TZVPD RIJCOSX def2/J DEFGRID3
* xyz 0 1
H -3.49 2.55 -6.14
P -1.15 2.31 -0.24
N -3.16 -1.29 1.49
H 1.16 6.19 1.57
H -6.82 0.90 -4.18
C -4.26 -0.40 -4.21
H -0.76 -1.51 -1.54
H 0.63 3.48 1.64
H -2.86 -3.28 4.13
C -4.80 -2.50 -0.91
Zn -2.82 1.09 -4.43
C -0.36 1.34 -2.80
H 5.37 -0.30 2.90
C -0.66 1.65 -4.18
H 0.71 1.34 -2.51
C -0.28 -0.77 -2.23
H -6.54 3.23 -3.66
H 4.76 1.23 1.02
H -0.47 7.22 -0.33
H -6.80 1.02 -2.41
C -3.17 -2.56 3.38
C -4.49 2.81 -4.28
C 4.32 -0.15 2.62
C 3.30 -0.84 3.30
C 2.64 0.94 1.25
H -1.84 3.37 -5.08
C 3.98 0.72 1.58
C -2.90 -2.89 -2.06
C -5.08 -3.49 -1.86
C -4.20 2.09 -5.42
H -5.09 -1.67 4.16
H -3.18 2.46 0.94
H -6.19 1.22 -5.88
C -3.52 0.71 -0.39
H 0.72 -0.50 -1.82
H -0.14 1.19 -5.01
H -1.85 -2.84 -2.31
C -6.17 1.10 -3.31
Se -0.23 0.58 1.56
H -5.00 -0.18 1.85
C -2.46 -2.28 2.22
H -4.97 1.15 -7.17
C -1.18 5.15 -0.54
C -4.74 -0.40 -5.68
C -1.56 2.79 -4.22
C -3.87 -3.73 -2.58
C -0.44 6.18 -0.03
H -5.39 2.89 -2.35
H -1.97 5.19 -1.28
N -0.78 3.94 0.07
H -5.47 -2.02 -0.19
C -4.34 -1.72 3.38
H -5.51 -1.16 -5.94
H -5.15 -0.49 -2.25
C -5.12 1.04 -6.09
C 1.96 -0.62 2.97
H -2.47 3.94 -2.51
P -2.53 -0.78 0.01
H 2.37 1.65 0.46
H -6.05 -3.94 -2.03
H -3.72 -4.48 -3.36
H -0.20 -1.26 -3.23
C -2.96 2.13 -0.08
N -3.46 -2.16 -0.99
N -1.12 2.31 -2.04
C -5.67 2.59 -3.38
C -4.31 -0.95 2.22
H -1.50 -2.64 1.82
H -3.83 -0.71 -6.22
H -3.74 0.67 -1.47
C 1.60 0.27 1.94
H -3.78 -1.36 -3.91
H -4.02 3.81 -4.09
C 0.44 5.63 0.98
H 3.56 -1.54 4.09
H -4.49 0.60 0.10
C -1.86 3.12 -2.88
C -5.12 0.07 -3.21
H -3.45 2.85 -0.76
C 0.21 4.27 1.03
H 1.17 -1.13 3.51
*
```

Computed properties:
HOMO (spin up / spin down) (eV): -5.78 / -5.43
Gap between HOMO and LUMO (spin up / spin down) (eV): 5.51 / 4.62
M (g/mol): 699.0
Energy above the lowest of the compared OMol25 structures with the same formula, charge and spin (kcal/mol): 192.26
Energy (eV): -173161.585
E_LUMO (spin up / spin down) (eV): -0.3 / -0.8

=====

The following is a quantum chemistry calculation of a structure of composition C33H40N4P2V, from OMol25.

Structure (ORCA input):
```
! wB97M-V def2-TZVPD RIJCOSX def2/J DEFGRID3
* xyz 0 4
H 2.50 -0.63 1.71
C 3.52 0.63 -3.56
H -3.01 -1.80 7.22
C 0.56 -0.11 -2.93
C 1.79 1.09 2.83
H 5.22 1.89 -4.19
H 0.39 -1.05 0.62
H -0.12 1.33 7.83
C 2.51 -2.15 -4.44
C -0.54 0.54 7.20
H 2.49 -1.92 3.49
H 1.01 2.71 1.64
C -0.63 0.84 0.95
C -2.17 -1.19 6.85
H 0.49 0.93 -2.56
C 2.58 -3.53 -2.65
C -1.60 -0.23 7.69
C -1.34 1.66 3.24
V -0.07 -1.23 2.72
H 6.00 1.66 -1.58
N 2.33 -2.22 -3.06
H -1.87 4.70 -1.74
H -2.20 2.39 -0.37
H -3.48 -2.68 -1.69
H 2.42 -3.80 -1.61
H 0.97 -2.58 4.25
H -2.32 0.11 2.16
H 2.89 0.53 -4.43
P -2.10 -0.21 -1.76
H -0.61 3.63 3.16
H -2.12 1.30 -4.47
C 4.18 0.42 -1.40
C -5.21 -1.10 -4.10
C -0.24 2.63 3.44
H -2.10 1.62 4.03
C -1.99 3.34 -3.55
C -2.01 3.71 -2.16
C 1.71 0.12 1.86
H 2.36 0.87 3.74
H -1.27 -0.71 -3.97
C -0.58 -0.66 5.03
H -2.21 -2.05 4.87
C 0.65 0.03 0.79
N -3.57 -0.71 -2.58
C 4.71 1.34 -3.41
H 1.83 -1.21 4.99
H 1.08 0.38 -0.17
N 3.17 0.08 -2.32
N -2.26 1.45 -2.31
C -2.12 1.95 -3.62
H 3.08 -3.67 -5.92
C -4.35 -0.14 -3.60
C 5.13 1.21 -2.04
H 0.81 0.92 5.58
H -5.91 -0.97 -4.90
C -3.97 -2.05 -2.43
H -1.84 4.00 -4.38
H 0.97 -0.04 -3.95
H 1.82 3.18 3.12
H -5.47 -3.25 -3.48
H 4.09 0.09 -0.38
C -2.17 2.55 -1.43
H 3.15 -5.34 -3.76
C 1.56 -1.66 4.03
C -0.82 -0.80 -2.97
C -1.41 0.74 2.22
H -0.70 -1.88 -2.75
C 2.93 -4.28 -3.76
C 1.13 2.42 2.70
C -4.97 -2.31 -3.34
H -1.31 0.44 0.17
H -0.05 2.71 4.53
C -1.69 -1.36 5.52
H -4.23 0.89 -3.90
P 1.83 -0.97 -1.88
H -0.45 1.88 0.65
C -0.03 0.30 5.89
H -1.98 -0.08 8.71
H 2.30 -1.26 -5.00
C 2.89 -3.41 -4.90
*
```

Computed properties:
HOMO (spin up / spin down) (eV): -7.01 / -6.86
<S²>: 3.84
Gap between HOMO and LUMO (spin up / spin down) (eV): 6.85 / 6.33
M (g/mol): 605.6
Energy (eV): -85087.129
E_LUMO (spin up / spin down) (eV): -0.2 / -0.5

=====

The following is a quantum chemistry calculation of a structure of composition C33H41AgN2O2S3, from OMol25.

Structure (ORCA input):
```
! wB97M-V def2-TZVPD RIJCOSX def2/J DEFGRID3
* xyz -2 1
H 0.88 4.31 1.60
O 2.20 -0.24 -0.09
C 2.93 0.66 -0.49
H 1.62 -2.48 -0.83
H 1.45 -4.01 -1.74
C 3.95 0.30 -1.56
C 0.90 -3.21 -1.21
C -2.83 -1.89 -0.74
Ag -0.13 -0.09 0.07
C -2.08 2.57 -6.02
C 2.79 4.74 0.73
N -2.72 1.50 -5.48
C 3.90 4.25 0.01
C -3.87 -2.96 -0.39
H -4.57 2.39 -7.26
H 1.88 -3.73 1.24
H 0.24 -0.58 5.64
H -4.32 -2.74 0.59
H -1.58 -1.35 -2.44
H -3.23 -0.97 4.31
H 0.67 -4.93 1.75
H 4.72 4.90 -0.27
C -4.18 -0.44 -5.45
O 0.73 1.82 1.10
C -0.67 -2.72 0.75
H -2.27 -0.77 5.79
H -5.52 -2.11 -5.46
S -0.74 2.92 -5.00
H 4.73 2.55 -0.94
C -5.32 -1.12 -5.87
C -4.77 1.41 -6.87
H -4.26 -0.56 -1.68
H 1.67 -5.24 0.32
N -2.18 0.95 -4.31
C -1.19 0.81 3.82
H -3.13 -2.07 -2.87
C -1.10 -0.72 3.94
H -2.88 0.29 -0.96
H -2.23 -2.31 4.89
C -6.19 -0.55 -6.79
C 3.89 2.93 -0.37
H -7.08 -1.09 -7.11
H 3.92 1.00 -2.39
C 1.72 2.52 0.73
C 1.75 3.93 1.06
H -2.15 1.11 3.38
H 3.72 -0.70 -1.91
H -1.53 -4.62 -1.27
C -3.90 0.83 -5.95
H 2.76 5.79 1.01
C -2.29 -2.12 -2.16
H 0.29 -2.15 4.82
S -0.16 1.27 -2.54
C 0.10 -3.80 -0.03
C -0.81 -4.94 -0.52
H 0.50 -2.83 2.63
H -4.17 -0.36 0.08
H 1.07 -0.74 4.08
H -3.42 -3.96 -0.33
H -3.51 -0.88 -4.72
H -2.85 -0.34 1.64
C 2.85 2.04 -0.03
C -5.91 0.71 -7.28
C 0.20 -1.07 4.66
C -1.76 -1.84 0.37
H -0.21 -5.75 -0.95
H -4.67 -2.99 -1.14
H -1.38 -5.35 0.33
C -1.12 1.58 -3.89
C -2.28 -1.22 4.79
H -1.12 1.28 4.82
H -0.40 1.21 3.18
H 4.96 0.30 -1.14
S -2.40 3.46 -7.41
C 1.14 -4.46 0.88
H -6.57 1.18 -7.99
C -3.58 -0.54 -0.82
C -2.01 -1.01 1.53
H 0.27 -2.70 -1.93
C -0.33 -2.40 2.08
C -1.14 -1.36 2.57
H -1.82 -3.10 -2.29
*
```

Computed properties:
HOMO (eV): -1.38
Gap between HOMO and LUMO (eV): 5.52
M (g/mol): 701.8
Energy above the lowest of the compared OMol25 structures with the same formula, charge and spin (kcal/mol): 0.00
Energy (eV): -78468.473
E_LUMO (eV): 4.1

=====

The following is a quantum chemistry calculation of a structure of composition C33H41BrN2O6P2S2TeTm, from OMol25.

Structure (ORCA input):
```
! wB97M-V def2-TZVPD RIJCOSX def2/J DEFGRID3
* xyz 0 4
C 9.29 8.37 7.17
H 18.71 14.35 6.26
H 16.33 6.94 10.21
H 11.29 13.12 11.93
C 19.21 7.53 9.62
C 9.48 9.39 12.88
H 14.85 11.21 3.75
H 8.37 8.70 6.66
C 16.64 8.43 14.13
O 14.76 15.00 10.13
C 15.29 11.68 4.66
C 18.47 8.76 9.36
C 17.62 14.17 6.02
O 16.59 11.12 4.81
H 9.85 8.07 14.45
H 12.63 6.87 8.59
C 11.73 8.56 7.54
C 15.82 9.11 13.16
C 18.21 10.23 13.92
C 14.24 16.32 9.78
H 19.07 10.15 4.06
H 16.94 14.96 6.41
H 18.73 6.56 9.92
H 16.33 7.49 14.61
H 17.55 11.84 12.57
H 11.05 13.04 9.33
H 21.10 6.50 9.59
N 13.66 9.42 12.13
C 11.66 8.60 13.46
H 14.93 16.72 9.07
C 10.37 13.58 10.02
C 21.21 8.53 8.83
Br 7.65 9.43 13.28
C 19.23 9.87 8.97
H 11.77 10.59 10.62
H 13.12 16.94 11.47
Tm 14.82 10.71 10.71
C 14.12 17.16 11.02
C 11.15 13.92 11.28
H 19.03 10.78 14.31
H 9.27 10.62 11.23
C 10.49 6.75 8.48
C 12.21 9.29 12.34
H 18.46 8.57 15.27
C 20.57 9.72 8.62
H 9.50 12.87 10.31
P 17.52 11.46 6.16
H 14.16 18.20 10.79
C 9.27 7.21 7.91
H 10.56 9.95 6.44
C 11.69 7.31 8.21
P 13.84 13.81 10.71
C 20.53 7.43 9.34
O 17.19 12.95 6.64
C 14.50 8.69 12.94
S 14.74 12.88 12.18
H 20.44 11.27 4.19
Te 13.54 9.54 7.47
S 13.52 12.51 9.17
H 14.63 11.33 5.54
C 16.35 7.52 9.28
O 12.47 14.53 11.09
H 16.99 6.91 8.61
C 17.07 8.77 9.41
C 17.85 8.99 14.50
H 9.90 14.47 9.54
H 10.60 14.70 11.87
H 15.37 7.76 8.91
H 12.40 8.16 14.17
H 20.14 10.13 5.46
H 17.63 13.98 4.88
H 8.37 6.74 8.29
H 13.26 16.09 9.32
H 21.08 10.55 8.05
C 19.66 10.77 4.76
O 18.92 11.80 5.38
C 10.31 8.54 13.61
H 14.89 16.96 11.82
N 16.28 10.19 12.54
C 17.39 10.84 13.01
C 11.34 10.13 11.53
H 15.32 12.82 4.60
C 10.56 9.03 7.00
O 16.45 9.91 9.61
H 10.41 5.80 9.01
H 18.76 10.85 8.97
C 10.00 10.13 11.84
H 22.31 8.48 8.51
H 14.19 7.66 13.29
*
```

Computed properties:
HOMO (spin up / spin down) (eV): -6.03 / -6.03
<S²>: 3.77
Gap between HOMO and LUMO (spin up / spin down) (eV): 4.62 / 4.62
M (g/mol): 1064.2
Energy above the lowest of the compared OMol25 structures with the same formula, charge and spin (kcal/mol): 23.33
Energy (eV): -197267.898
E_LUMO (spin up / spin down) (eV): -1.4 / -1.4